1.
{"formula": "C3H9N5", "method": "the ωB97M-V functional and the def2-TZVPD basis", "species": ["C", "C", "C", "H", "H", "H", "H", "H", "H", "H", "H", "H", "N", "N", "N", "N", "N"], "coordinates": [[-1.29, -1.74, -0.09], [-0.92, -0.35, -0.09], [1.16, 0.05, -1.15], [-1.74, -1.99, -0.99], [-1.98, -2.15, 0.73], [-0.45, -2.38, 0.26], [-0.83, 2.44, 0.90], [0.21, 1.68, -0.16], [1.62, 0.46, -2.03], [2.73, 0.96, 0.25], [0.87, 0.53, 1.86], [0.54, -1.16, 1.52], [-1.54, 0.64, 0.55], [-0.92, 2.00, 0.04], [-0.07, -0.04, -1.22], [1.99, -0.17, 0.04], [1.30, -0.45, 1.39]], "mulliken_charge": [-0.9807, 0.6000, -0.2185, 0.3489, 0.3394, 0.2822, 0.2861, 0.2457, 0.4107, 0.3340, 0.2928, 0.3202, -0.4711, -0.4966, -0.3863, -0.3120, -0.5946], "de_lowest_kcal_mol": 162.14, "total_charge": 0}



2.
{"formula": "C32H61Cl42N3O", "method": "the ωB97M-V functional and the def2-TZVPD basis", "species": ["C", "C", "O", "C", "C", "C", "N", "C", "C", "N", "C", "C", "C", "C", "N", "H", "H", "H", "H", "H", "H", "H", "H", "H", "H", "H", "H", "H", "H", "H", "H", "H", "H", "H", "C", "Cl", "Cl", "H", "H", "C", "Cl", "Cl", "H", "H", "C", "Cl", "Cl", "H", "H", "C", "Cl", "Cl", "H", "H", "C", "Cl", "Cl", "H", "H", "C", "Cl", "Cl", "H", "H", "C", "Cl", "Cl", "H", "H", "C", "Cl", "Cl", "H", "H", "C", "Cl", "Cl", "H", "H", "C", "Cl", "Cl", "H", "H", "C", "Cl", "Cl", "H", "H", "C", "Cl", "Cl", "H", "H", "C", "Cl", "Cl", "H", "H", "C", "Cl", "Cl", "H", "H", "C", "Cl", "Cl", "H", "H", "C", "Cl", "Cl", "H", "H", "C", "Cl", "Cl", "H", "H", "C", "Cl", "Cl", "H", "H", "C", "Cl", "Cl", "H", "H", "C", "Cl", "Cl", "H", "H", "C", "Cl", "Cl", "H", "H"], "coordinates": [[4.97, 2.79, 1.83], [5.80, 1.60, 1.06], [7.06, 2.23, 0.56], [5.05, 0.99, -0.27], [3.52, 0.46, -0.03], [3.17, -0.52, -1.34], [2.76, -1.37, -2.26], [3.27, -0.33, 1.38], [4.41, -1.44, 1.77], [5.36, -2.25, 2.18], [1.73, -0.98, 1.51], [0.71, 0.22, 1.98], [-0.65, 0.34, 1.05], [-1.27, 1.89, 1.21], [-0.57, 2.74, 0.15], [5.80, 3.45, 2.39], [4.24, 2.42, 2.66], [4.48, 3.49, 1.02], [6.17, 0.73, 1.78], [6.71, 3.06, 0.08], [5.70, 0.04, -0.62], [5.08, 1.79, -1.15], [2.77, 1.36, -0.11], [3.30, 0.50, 2.24], [1.72, -1.78, 2.40], [1.40, -1.56, 0.54], [0.35, 0.01, 3.09], [1.22, 1.30, 1.95], [-0.43, 0.19, -0.11], [-1.48, -0.45, 1.33], [-2.45, 1.91, 1.13], [-1.00, 2.26, 2.31], [-1.23, 3.47, -0.23], [0.29, 3.19, 0.54], [-1.18, 1.40, -3.54], [-2.38, 1.18, -2.26], [0.43, 1.67, -2.86], [-1.16, 0.50, -4.16], [-1.46, 2.26, -4.15], [1.08, -5.03, 3.12], [-0.06, -4.82, 1.79], [0.47, -4.30, 4.61], [1.24, -6.10, 3.29], [2.03, -4.55, 2.85], [-2.30, -7.09, -0.21], [-3.28, -7.72, -1.54], [-1.98, -5.36, -0.42], [-2.83, -7.24, 0.73], [-1.35, -7.63, -0.19], [-4.74, 3.26, 2.61], [-5.07, 1.93, 1.50], [-3.60, 4.41, 1.91], [-5.68, 3.79, 2.82], [-4.32, 2.86, 3.53], [-3.87, -2.54, 1.45], [-2.17, -2.70, 1.01], [-4.34, -0.85, 1.58], [-4.48, -3.02, 0.68], [-4.04, -3.04, 2.41], [1.73, -3.63, -5.00], [0.77, -4.25, -3.65], [1.19, -4.32, -6.54], [1.62, -2.54, -5.04], [2.78, -3.89, -4.84], [-5.55, -0.35, -3.83], [-5.87, -1.92, -4.58], [-5.63, -0.46, -2.07], [-4.55, -0.01, -4.12], [-6.30, 0.36, -4.17], [8.89, 4.22, -1.93], [7.12, 4.36, -1.89], [9.48, 3.30, -0.54], [9.18, 3.70, -2.85], [9.33, 5.22, -1.91], [-7.91, 6.35, 2.46], [-9.68, 6.50, 2.50], [-7.32, 5.44, 3.85], [-7.62, 5.83, 1.55], [-7.47, 7.35, 2.48], [-5.41, -9.02, 1.27], [-6.61, -9.23, 2.55], [-3.80, -8.75, 1.95], [-5.38, -9.91, 0.65], [-5.68, -8.15, 0.66], [12.13, 6.48, -2.68], [11.27, 5.84, -4.09], [11.62, 5.65, -1.20], [13.20, 6.34, -2.82], [11.90, 7.55, -2.58], [-7.86, -5.22, -5.27], [-8.41, -6.86, -5.63], [-6.12, -5.07, -5.49], [-8.37, -4.52, -5.95], [-8.12, -4.98, -4.24], [6.89, -3.67, 4.90], [5.69, -3.89, 6.18], [8.50, -3.40, 5.58], [6.92, -4.57, 4.28], [6.62, -2.81, 4.29], [-9.59, 3.41, 6.35], [-8.92, 1.77, 6.28], [-10.08, 3.82, 8.00], [-8.83, 4.11, 6.02], [-10.46, 3.46, 5.69], [7.19, 8.28, -3.12], [8.29, 8.12, -1.74], [8.09, 8.66, -4.59], [6.66, 7.34, -3.26], [6.48, 9.08, -2.91], [5.67, -5.22, -5.43], [4.53, -5.01, -6.76], [5.06, -4.49, -3.94], [5.83, -6.29, -5.26], [6.62, -4.74, -5.70], [3.35, -8.72, -4.37], [5.05, -8.88, -4.81], [2.88, -7.03, -4.24], [2.74, -9.20, -5.14], [3.18, -9.22, -3.41], [3.38, 3.13, -5.10], [4.33, 4.57, -5.44], [3.30, 2.81, -3.36], [2.36, 3.27, -5.47], [3.84, 2.27, -5.60], [-13.53, 2.28, 8.49], [-14.67, 2.49, 7.16], [-14.14, 3.01, 9.98], [-13.37, 1.21, 8.66], [-12.58, 2.76, 8.22], [8.54, -0.27, -2.16], [7.70, -1.69, -2.78], [9.21, 0.70, -3.48], [7.84, 0.34, -1.59], [9.35, -0.60, -1.51], [-14.36, 5.57, 5.13], [-12.66, 5.41, 4.69], [-14.83, 7.27, 5.26], [-14.98, 5.09, 4.36], [-14.53, 5.08, 6.09]], "mulliken_charge": [-1.0195, -0.0462, -0.3363, -0.0027, 0.8443, -0.2962, -0.5011, 0.6058, -0.4923, -0.5945, -0.1971, -0.5612, 0.9677, 0.0193, -0.3435, 0.3463, 0.2997, 0.2107, 0.1095, 0.1974, 0.0593, 0.0654, 0.2998, -0.0349, 0.0485, 0.4745, 0.2604, 0.1973, 0.2230, -0.8364, -0.5643, 0.2816, 0.1955, 0.1719, -0.5996, -0.0824, 0.0047, 0.3043, 0.3660, -0.3870, 0.0223, -0.1769, 0.3341, 0.2241, -0.0231, -0.1757, -0.1079, -0.0643, 0.3297, 0.1921, -0.1579, -0.1645, -0.1470, 0.2717, -0.5350, -0.0827, -0.0841, 0.3096, 0.3239, 0.3348, -0.1093, -0.1764, 0.3182, -0.4201, -0.2033, -0.0917, -0.1058, 0.0972, 0.3062, 0.3790, -0.1854, -0.1496, 0.2200, -0.2823, -0.2479, -0.1348, -0.1665, 0.2431, 0.3040, -0.1799, -0.1581, -0.1502, 0.2945, 0.2263, -0.2792, -0.1391, -0.1164, 0.3171, 0.2697, -0.2659, -0.1637, -0.1455, 0.2846, 0.2871, 0.0623, -0.1624, -0.1704, 0.2562, 0.0133, 0.2235, -0.1616, -0.1809, 0.0345, 0.0662, -0.0964, -0.1511, -0.1549, 0.0807, 0.3131, -0.1228, -0.1040, -0.1356, 0.0406, 0.3217, -0.3522, -0.1779, 0.0081, 0.2760, 0.2852, -0.4107, -0.1480, -0.0492, 0.2784, 0.3063, 0.2804, -0.1594, -0.1577, 0.2961, -0.2427, 0.4426, -0.1384, -0.1782, -0.3854, 0.3033, -0.1271, -0.1100, -0.1608, 0.2844, 0.1081], "total_charge": 0, "total_energy_ha": -20823.0866}



3.
{"formula": "C4H5ClF2O", "method": "the ωB97M-V functional and the def2-TZVPD basis", "species": ["F", "C", "F", "C", "O", "C", "C", "Cl", "H", "H", "H", "H", "H"], "coordinates": [[2.37, 0.55, 1.04], [1.88, -0.15, -0.02], [2.68, -1.16, -0.34], [0.80, 0.09, -0.73], [0.09, 1.27, -0.45], [-1.31, 1.36, -0.51], [-1.91, 0.53, 0.67], [-2.11, -1.18, 0.10], [0.43, -0.50, -1.57], [-1.71, 0.88, -1.47], [-1.47, 2.46, -0.43], [-2.94, 0.89, 1.03], [-1.26, 0.65, 1.51]], "mulliken_charge": [-0.2130, 0.2938, -0.2267, -0.0788, -0.3802, -0.4461, -0.4061, -0.1909, 0.3934, 0.3269, 0.2770, 0.3247, 0.3260], "de_lowest_kcal_mol": 29.53, "total_charge": 0}